{
  "formula": "C6H12AlFKNO2",
  "method": "the ωB97M-V functional and the def2-TZVPD basis",
  "energy_ev": -37639.868,
  "lumo_energy_ev": -1.76,
  "homo_ev": -7.856,
  "max_force_ev_per_a": 1.69,
  "molar_mass_g_mol": 215.24,
  "species": ["C", "C", "C", "C", "Al", "C", "O", "N", "C", "O", "F", "H", "H", "H", "H", "H", "H", "H", "H", "H", "H", "H", "H", "K"],
  "xyz": [[-2.59, -0.45, -0.41], [-1.33, -0.99, -1.07], [-0.04, -0.86, -0.20], [0.00, -2.05, 0.77], [-0.20, 0.91, 0.83], [1.68, 1.51, 1.41], [2.32, 0.96, 2.26], [2.35, 2.70, 0.71], [2.96, 2.37, -0.47], [3.76, 1.50, -0.68], [2.56, 3.19, -1.48], [-3.47, -0.93, -0.84], [-2.71, 0.61, -0.58], [-2.61, -0.67, 0.64], [-1.16, -0.46, -2.01], [-1.56, -2.04, -1.31], [0.85, -0.81, -0.83], [-0.41, -1.84, 1.74], [1.00, -2.44, 0.93], [-0.58, -2.90, 0.38], [-1.17, 0.75, 2.10], [-0.79, 2.00, -0.21], [1.66, 3.42, 0.54], [-0.52, -3.48, -2.23]]
}